1.
Computed, not measured: a molecular structure, C49H62F4N7O2SeW at a distorted geometry, with ωB97M-V with the def2-TZVPD basis set.

Results
HOMO level   -0.5401 Ha
Electronic energy   -5305.199382 Ha
Multiplicity   1
Maximum force   3.56 eV Å⁻¹
Total charge   +3

Geometry (Å):
H (6.081, 1.718, 0.312)
C (-0.103, -1.225, 3.553)
C (2.827, -4.553, -0.712)
H (3.873, -2.657, -0.522)
C (-1.660, -5.665, 0.219)
C (0.491, 3.351, 3.138)
H (0.126, -0.168, 3.705)
H (-4.043, 2.827, -0.257)
H (-1.406, -3.427, -2.416)
C (-1.986, 2.488, -0.570)
H (-3.968, -1.814, 1.887)
C (1.786, -2.466, -0.179)
H (-0.357, -6.987, -1.641)
C (3.773, -6.867, -1.160)
C (-5.412, 5.075, -5.314)
C (-5.609, -1.069, -1.952)
C (3.948, 2.031, 2.090)
C (4.477, -4.880, -2.488)
H (-1.853, -3.156, 3.625)
O (-0.509, -2.168, 0.137)
H (-3.290, 1.687, 0.899)
C (-3.543, 5.130, -3.744)
H (0.400, 1.042, -2.161)
H (-1.774, 6.239, -4.311)
H (6.387, 0.681, 1.726)
H (-1.704, -6.322, -2.528)
C (-3.524, -1.022, -3.087)
H (-2.274, -3.149, 1.904)
H (0.796, -1.743, 3.196)
H (-2.800, -4.412, -1.992)
H (-1.020, 1.830, 3.462)
H (4.704, -7.399, -1.336)
H (4.785, 4.659, 2.243)
C (-4.843, 4.687, -4.100)
H (4.714, -3.820, -2.493)
N (-3.351, 4.585, -2.502)
C (0.496, -3.035, -0.205)
H (1.633, 4.165, 4.797)
C (-4.903, -1.114, -3.145)
H (5.352, -5.430, -2.822)
C (5.371, 2.548, 2.190)
C (-0.502, 2.603, 4.031)
C (3.604, 0.947, 1.288)
C (-4.646, 5.872, -6.133)
F (-1.479, -0.875, -1.795)
N (-1.201, 1.404, -0.718)
H (6.811, 2.982, 3.746)
H (5.146, 3.140, 4.282)
H (-0.086, -5.715, -2.847)
C (-0.229, 3.922, 1.907)
C (5.197, -5.136, -0.086)
C (-3.486, -0.827, 1.837)
H (-1.561, 5.463, -2.000)
C (2.930, -3.179, -0.473)
H (-0.607, -3.462, 2.410)
H (-0.368, -1.648, 4.529)
C (-2.900, -0.873, -1.858)
H (4.352, 0.402, 0.733)
H (-1.247, 3.294, 4.416)
H (0.481, 4.453, 1.275)
C (5.380, 3.984, 1.635)
H (-2.782, 6.881, -6.473)
H (3.356, -7.241, -0.228)
H (4.901, -5.455, 0.910)
C (6.349, 1.706, 1.367)
H (-6.409, 4.766, -5.578)
C (4.058, -5.363, -1.088)
H (-2.648, 5.069, -0.619)
H (5.509, -4.096, -0.044)
H (6.058, -5.729, -0.381)
N (-4.449, 3.839, -2.168)
F (-2.782, -1.081, -4.181)
C (1.238, 1.285, 1.811)
H (-5.043, 6.198, -7.081)
C (-0.562, 3.000, -2.160)
O (-0.027, 0.784, 1.553)
H (3.174, 3.596, 3.291)
C (-0.312, 1.734, -1.741)
C (2.910, 2.730, 2.708)
N (-2.810, -0.646, 0.537)
H (1.676, 5.164, 3.327)
C (-2.771, 5.920, -4.581)
C (-1.504, -2.880, 2.626)
C (5.816, 2.551, 3.661)
H (5.855, 1.537, 4.050)
Se (1.668, -0.509, -0.346)
C (1.562, 2.410, 2.592)
H (-2.390, -6.387, -0.131)
H (6.400, 4.358, 1.620)
H (-5.413, -1.233, -4.088)
H (0.009, 2.159, 4.883)
H (-2.235, -3.206, -0.848)
H (4.993, 3.998, 0.617)
H (3.677, -5.054, -3.203)
C (1.544, -5.094, -0.765)
H (-2.163, 0.392, 3.039)
F (-5.723, -0.842, 0.385)
H (3.108, -7.111, -1.985)
H (-0.935, -6.190, 0.833)
C (-0.980, -5.004, -0.988)
H (1.450, -6.139, -1.006)
N (-1.202, -1.431, 2.577)
C (-2.272, 4.737, -1.592)
C (0.359, -4.370, -0.603)
H (-2.183, -4.942, 0.836)
W (-0.816, -0.454, 0.521)
C (1.059, 4.519, 3.946)
C (-2.429, -0.672, 2.941)
N (-1.601, 3.461, -1.408)
H (7.346, 2.126, 1.459)
H (-1.000, 4.620, 2.219)
C (-1.907, -3.939, -1.593)
H (-3.027, 3.432, 1.040)
H (-0.077, 3.598, -2.905)
H (0.238, 5.120, 4.330)
C (2.274, 0.592, 1.165)
F (-6.917, -1.185, -1.962)
H (-4.282, -0.089, 2.005)
C (-3.569, -0.796, -0.622)
C (-3.148, 2.608, 0.338)
C (-0.753, -6.072, -2.068)
C (-4.969, -0.903, -0.720)
C (-3.347, 6.274, -5.783)
N (-5.302, 3.896, -3.090)
H (-0.682, 3.118, 1.326)
H (-2.845, -1.007, 3.900)

---

2.
Computed, not measured: a molecular structure, C49H62N8O12 at a distorted geometry, with ωB97M-V with the def2-TZVPD basis set.

Results
HOMO level   -0.3301 Ha
Electronic energy   -3244.312606 Ha
Multiplicity   1
Maximum force   9.55 eV Å⁻¹
Total charge   0

Geometry (Å):
H (6.706, 13.902, 27.631)
C (9.626, 13.486, 25.677)
C (5.387, 13.563, 21.241)
C (1.792, 12.586, 23.485)
H (7.673, 12.205, 27.910)
H (11.366, 14.214, 20.331)
O (6.542, 12.480, 26.524)
H (8.128, 13.109, 30.438)
H (6.236, 13.623, 24.098)
H (3.113, 8.745, 24.725)
C (2.355, 11.389, 28.237)
H (6.843, 7.171, 25.498)
C (8.828, 10.318, 23.428)
H (5.866, 15.294, 28.233)
H (3.917, 12.407, 23.666)
H (1.390, 10.944, 27.994)
O (11.113, 11.848, 25.148)
H (10.010, 8.116, 21.832)
C (7.415, 8.896, 28.418)
H (11.615, 16.044, 20.691)
H (9.075, 12.982, 21.241)
O (4.403, 12.528, 27.229)
C (3.076, 13.053, 23.459)
C (4.456, 7.900, 27.759)
H (6.844, 8.151, 28.952)
H (6.192, 10.523, 29.127)
O (1.588, 9.739, 21.321)
C (5.846, 12.376, 21.789)
H (0.236, 15.563, 22.789)
C (8.625, 13.742, 29.702)
H (9.551, 16.060, 21.949)
O (12.722, 12.510, 26.582)
C (5.844, 13.933, 20.029)
C (1.001, 14.818, 22.949)
H (4.968, 10.779, 26.087)
C (4.168, 9.197, 27.353)
C (0.699, 13.462, 23.285)
O (3.193, 10.726, 22.537)
N (8.739, 10.789, 26.829)
C (6.794, 13.124, 19.292)
H (3.146, 10.858, 27.707)
H (7.254, 10.841, 21.578)
C (7.177, 12.061, 25.284)
O (7.879, 11.135, 23.251)
H (9.257, 14.163, 24.907)
C (2.486, 11.502, 29.710)
H (9.784, 9.332, 26.026)
N (7.258, 11.991, 19.817)
H (5.681, 12.182, 22.838)
H (7.528, 11.030, 25.347)
H (3.562, 9.933, 27.860)
H (8.052, 14.215, 20.803)
N (5.855, 9.012, 25.714)
C (2.549, 12.769, 27.505)
H (3.334, 13.355, 27.984)
C (7.010, 10.250, 28.477)
O (10.931, 13.790, 26.008)
H (-0.287, 13.035, 23.175)
C (4.067, 10.341, 23.542)
H (8.933, 13.538, 26.517)
H (2.499, 16.175, 22.836)
C (3.637, 15.814, 26.988)
C (8.957, 9.506, 26.699)
C (10.946, 15.207, 20.495)
H (9.516, 7.384, 24.165)
O (8.892, 9.344, 24.364)
C (10.291, 8.747, 22.676)
H (1.589, 11.549, 23.706)
C (9.875, 8.410, 24.078)
C (6.149, 12.545, 24.234)
C (1.376, 13.755, 27.584)
H (2.757, 14.936, 25.226)
O (4.923, 12.254, 24.972)
H (5.080, 10.426, 23.148)
H (7.453, 15.539, 30.059)
H (4.811, 14.682, 23.993)
N (3.348, 14.349, 23.288)
C (5.222, 12.487, 26.344)
C (7.829, 11.145, 27.774)
C (5.576, 13.519, 29.366)
C (11.678, 12.700, 26.005)
C (6.024, 7.654, 26.011)
H (4.694, 8.304, 23.857)
C (8.136, 13.793, 22.870)
H (3.934, 10.930, 24.449)
H (6.904, 16.406, 27.179)
C (5.358, 7.091, 27.032)
C (4.868, 15.153, 24.964)
C (3.750, 8.850, 23.847)
H (9.290, 11.245, 25.272)
C (6.448, 14.428, 28.550)
N (4.781, 16.246, 27.584)
C (7.769, 14.864, 29.263)
H (8.134, 12.531, 25.060)
C (3.664, 15.276, 25.705)
H (5.495, 14.823, 19.527)
H (9.085, 13.136, 28.922)
O (2.943, 8.600, 22.711)
H (6.875, 15.420, 24.866)
C (2.357, 15.114, 22.985)
H (8.763, 7.511, 27.422)
N (0.523, 14.492, 27.737)
H (11.362, 8.940, 22.730)
H (2.793, 15.791, 27.661)
H (8.272, 15.640, 28.685)
H (10.318, 15.270, 19.606)
H (10.680, 8.740, 24.735)
O (9.751, 10.111, 22.543)
H (10.458, 14.728, 22.612)
C (5.930, 16.074, 26.851)
C (6.707, 11.600, 21.039)
H (1.646, 12.155, 29.944)
C (8.400, 8.527, 27.471)
C (9.967, 15.082, 21.706)
H (2.338, 10.579, 30.271)
N (4.983, 12.815, 29.969)
N (7.640, 13.722, 23.911)
H (3.357, 12.046, 30.075)
H (9.511, 12.386, 23.897)
H (4.053, 7.512, 28.683)
C (9.772, 12.161, 24.931)
C (8.795, 13.984, 21.567)
H (4.708, 14.245, 21.732)
C (6.059, 15.484, 25.571)
H (6.291, 11.976, 23.315)
H (5.572, 6.099, 27.402)
H (7.175, 13.355, 18.308)
H (2.811, 12.850, 26.450)
C (2.510, 9.682, 22.136)
C (4.969, 9.728, 26.337)
H (9.509, 14.195, 30.153)

---

3.
Computed, not measured: a molecular structure, C49H64B2Br2F2N8NbO6 at a distorted geometry, with ωB97M-V with the def2-TZVPD basis set.

Results
HOMO level   -0.1937 Ha
Electronic energy   -8249.371260 Ha
Multiplicity   1
Maximum force   6.89 eV Å⁻¹
Total charge   -1

Geometry (Å):
O (-1.192, -3.996, -3.714)
H (5.370, -2.888, 0.375)
C (-6.910, -8.060, -1.717)
H (1.024, 8.946, 6.319)
N (-0.571, 7.456, 4.250)
H (-1.481, -4.031, 1.378)
H (-2.032, 0.727, -0.882)
H (-1.223, 6.783, 6.078)
H (-1.262, 9.256, 9.713)
C (6.799, 1.838, -6.402)
H (8.824, 1.785, -5.680)
H (-6.786, -8.533, -2.685)
C (0.898, 9.415, 7.289)
C (-1.340, -12.293, -3.590)
C (-1.515, -12.149, -2.224)
C (-0.394, 3.443, 3.861)
H (2.566, 1.591, -3.836)
H (-1.937, 4.047, 6.813)
H (3.598, -2.240, 0.429)
H (0.274, 10.953, 10.710)
H (-2.180, -3.737, 3.707)
H (-0.007, -4.847, 2.174)
H (0.468, 3.719, 3.266)
H (0.076, 4.742, 5.508)
O (0.313, -2.839, 1.531)
H (7.080, 6.951, -7.070)
C (-0.824, 8.287, 3.226)
H (-5.516, -5.821, 0.383)
N (-0.190, 9.027, 7.975)
C (6.650, 6.560, -6.153)
O (1.918, -4.084, -3.510)
H (5.235, -3.290, -2.114)
C (-2.585, 2.685, 5.281)
C (-1.733, 3.625, 5.836)
H (-2.203, -10.807, -0.689)
H (-1.238, -12.946, -1.545)
H (-5.135, -6.857, -1.854)
H (-0.683, -5.666, -1.548)
C (-2.052, -10.959, -1.753)
H (5.065, 5.030, -3.056)
C (-0.377, 9.590, 9.180)
C (2.402, 0.616, -3.232)
H (-4.761, -0.669, 1.508)
C (-2.392, -9.965, -2.659)
C (-2.598, -5.635, -2.155)
H (-5.198, -2.101, -0.566)
H (-3.692, 9.754, 4.219)
B (0.705, -3.227, 0.193)
H (-1.654, -1.368, 0.569)
H (-2.654, -0.325, -2.366)
H (2.302, -0.537, -0.513)
H (-0.427, -3.657, 4.364)
H (-6.185, -0.655, -1.104)
H (-9.064, -8.208, 0.713)
H (2.674, 10.619, 7.161)
H (8.249, 0.291, -3.764)
H (-0.097, 8.261, 2.420)
C (1.813, 10.345, 7.757)
N (-1.424, -4.947, -1.561)
H (-4.444, 0.978, -1.034)
C (-1.308, 2.513, 3.391)
Br (0.024, 2.113, -2.502)
C (-1.452, 7.461, 5.264)
C (6.190, 6.702, -3.823)
B (2.045, -2.891, -2.657)
C (1.593, 10.912, 9.004)
H (7.292, 8.198, -4.918)
C (-5.132, -1.134, -1.199)
H (5.877, -0.443, -3.501)
C (-0.577, -3.862, 2.059)
C (-0.616, 4.009, 5.107)
C (-2.583, 8.261, 5.299)
H (2.274, 1.772, -1.345)
N (6.015, 5.383, -6.277)
H (-3.261, 8.221, 6.142)
C (-1.923, 9.128, 3.168)
H (-1.155, -2.181, 3.512)
C (-4.087, 0.086, 0.978)
C (-5.994, -7.128, -1.256)
H (-2.516, -2.377, -0.689)
Nb (0.155, -1.954, -1.686)
C (1.272, -0.155, -0.889)
C (0.476, 10.530, 9.733)
H (0.870, -5.233, 0.134)
C (-8.181, -7.877, 0.176)
O (-2.499, -6.636, -2.906)
O (3.395, -2.354, -2.512)
C (-4.095, -0.053, -0.632)
H (2.286, 11.645, 9.404)
H (-4.507, 1.133, 1.244)
C (1.587, 1.032, -1.917)
H (-2.075, 9.779, 2.316)
N (-1.663, -11.349, -4.489)
C (5.469, 4.871, -5.161)
C (-7.326, -6.934, 0.723)
C (-2.584, -0.220, -1.233)
H (4.691, 1.662, -6.818)
H (-2.435, -9.462, -4.754)
H (-7.526, -6.507, 1.698)
C (6.173, 0.210, -4.317)
Br (0.444, 0.713, 0.732)
N (5.181, 0.575, -5.144)
C (-1.121, -3.335, 3.502)
H (-1.180, 2.046, 2.420)
C (5.512, 1.380, -6.166)
C (4.202, -3.144, -1.608)
H (4.964, 3.920, -5.289)
C (-0.957, -3.839, -2.469)
C (7.490, 0.616, -4.464)
C (7.805, 1.446, -5.530)
C (-2.182, -10.207, -4.007)
H (-0.921, -13.203, -4.007)
H (3.785, -4.195, -1.401)
H (4.941, -1.308, -0.507)
H (7.009, 2.485, -7.244)
C (-2.818, 9.111, 4.228)
N (-7.996, -8.446, -1.026)
F (-0.450, -1.012, -3.456)
H (6.258, 7.215, -2.869)
C (4.535, -2.354, -0.223)
N (-2.396, 2.123, 4.076)
C (5.527, 5.488, -3.922)
H (-5.011, -1.354, -2.324)
H (2.489, -4.761, -3.065)
O (1.470, -4.458, -0.028)
H (-3.020, 0.077, 1.407)
C (6.766, 7.253, -4.959)
H (1.883, -0.138, -3.910)
H (-3.471, 2.350, 5.813)
H (3.448, 0.277, -2.907)
F (-3.901, -5.124, -1.817)
C (-1.798, -1.466, -0.577)
H (-2.812, -9.024, -2.326)
C (-6.210, -6.555, -0.011)